(1)
{
  "formula": "C21H27NO7",
  "method": "the ωB97M-V functional and the def2-TZVPD basis",
  "species": ["O", "C", "C", "C", "C", "C", "C", "C", "C", "C", "C", "O", "C", "O", "C", "C", "O", "C", "C", "C", "C", "O", "O", "N", "C", "C", "O", "C", "C", "H", "H", "H", "H", "H", "H", "H", "H", "H", "H", "H", "H", "H", "H", "H", "H", "H", "H", "H", "H", "H", "H", "H", "H", "H", "H", "H"],
  "xyz": [[3.0579, 0.7375, -0.3680], [2.4311, 1.1728, 0.5843], [1.0250, 1.6526, 0.3768], [0.7025, 2.3145, -0.7328], [-0.7077, 2.6982, -1.0550], [-1.3314, 1.7329, -2.0477], [-2.5863, 2.0058, -2.5706], [-3.2521, 1.1135, -3.4072], [-2.6162, -0.0698, -3.6917], [-1.3451, -0.3382, -3.1888], [-0.6740, 0.5483, -2.3874], [-0.9458, -1.5869, -3.6005], [-1.9948, -2.0781, -4.4100], [-3.0429, -1.1326, -4.4455], [-1.5067, 2.7202, 0.2595], [-1.2427, 1.4380, 1.0488], [-1.7795, 0.3820, 0.3240], [-1.6755, -0.9121, 0.8926], [-0.3983, -1.6468, 0.4726], [-0.5109, -3.1618, 0.6525], [-1.3606, -3.8439, -0.4279], [-0.7160, -3.9427, -1.6716], [0.1280, 1.2738, 1.3493], [2.9673, 1.2405, 1.8205], [2.3726, 1.7742, 3.0227], [2.2058, 0.6337, 4.0351], [3.4404, 0.0113, 4.3039], [4.0250, -0.5021, 3.1268], [4.2414, 0.6009, 2.0857], [1.4784, 2.5385, -1.4458], [-0.7270, 3.7042, -1.4896], [-3.0731, 2.9368, -2.3202], [-4.2291, 1.3323, -3.8041], [0.3161, 0.3289, -2.0248], [-1.6203, -2.2509, -5.4319], [-2.3625, -3.0283, -3.9934], [-1.1937, 3.5707, 0.8682], [-2.5754, 2.7864, 0.0664], [-1.7134, 1.4860, 2.0510], [-1.7446, -0.8498, 1.9871], [-2.5535, -1.4452, 0.5170], [-0.2022, -1.4121, -0.5749], [0.4447, -1.2691, 1.0542], [0.4875, -3.6016, 0.6128], [-0.9415, -3.3834, 1.6311], [-1.5607, -4.8766, -0.1293], [-2.3255, -3.3268, -0.5337], [-0.5316, -3.0582, -2.0158], [1.4125, 2.2367, 2.8125], [3.0562, 2.5245, 3.4395], [1.8410, 1.0129, 4.9908], [1.4885, -0.0980, 3.6332], [4.9759, -0.9440, 3.4273], [3.3793, -1.2834, 2.6975], [4.6198, 0.1884, 1.1501], [4.9442, 1.3452, 2.4748]],
  "forces_ev_per_angstrom": [[0.0, 0.0, -0.2], [0.0, 0.0, -0.1], [-0.3, 0.2, -0.4], [0.0, 0.1, 0.3], [-0.1, 0.0, 0.2], [0.0, 0.1, -0.3], [0.2, 0.0, 0.0], [-0.1, -0.3, -0.2], [0.5, 0.0, 0.3], [-0.5, 0.4, -0.1], [-0.1, -0.2, -0.4], [0.3, 0.3, 0.3], [-0.1, -1.2, -0.7], [-0.2, 0.4, 0.1], [0.2, -0.3, 0.0], [-0.9, 0.4, 0.4], [0.2, 0.2, 0.0], [0.1, -0.2, -0.1], [-0.2, 0.0, 0.2], [-0.1, 0.1, -0.3], [-0.1, 0.0, 0.5], [0.3, 0.2, -0.4], [0.4, -0.1, -0.1], [0.2, 0.0, 0.2], [-0.3, -0.1, 0.4], [-0.2, 0.4, -0.1], [0.1, 0.0, 0.2], [0.2, 0.1, -0.3], [0.1, -0.4, 0.0], [0.2, -0.1, 0.0], [0.0, -0.1, 0.1], [-0.1, 0.1, 0.1], [-0.1, 0.0, -0.1], [0.1, -0.1, 0.1], [-0.1, 0.1, 0.2], [0.1, 0.3, 0.0], [0.0, 0.0, 0.0], [0.0, 0.1, 0.0], [0.1, -0.1, -0.3], [0.0, 0.0, 0.0], [0.1, 0.0, 0.1], [0.1, 0.1, 0.0], [0.0, 0.0, -0.1], [0.0, -0.1, 0.1], [0.0, -0.1, 0.1], [-0.1, 0.1, 0.0], [0.0, -0.1, 0.0], [-0.1, -0.1, -0.1], [0.1, 0.0, 0.0], [-0.1, 0.0, 0.0], [0.0, 0.0, -0.1], [0.0, 0.1, 0.0], [0.0, 0.0, -0.1], [0.1, 0.0, 0.0], [0.0, 0.1, 0.1], [0.0, 0.0, 0.0]],
  "nbo_charge": [-0.621, 0.639, 0.203, -0.225, -0.270, 0.008, -0.214, -0.254, 0.220, 0.291, -0.282, -0.511, 0.234, -0.479, -0.426, 0.388, -0.544, -0.061, -0.422, -0.430, -0.057, -0.728, -0.537, -0.424, -0.248, -0.075, -0.523, -0.076, -0.257, 0.241, 0.230, 0.208, 0.227, 0.243, 0.158, 0.169, 0.216, 0.231, 0.161, 0.168, 0.187, 0.201, 0.212, 0.219, 0.200, 0.180, 0.148, 0.477, 0.236, 0.195, 0.195, 0.166, 0.199, 0.166, 0.253, 0.196],
  "homo_energy_ha": -0.29469,
  "orbital_gap_ha": 0.319,
  "max_force_ha_per_bohr": 0.0263,
  "smiles": "O=C(C1=C[C@@H](c2ccc3c(c2)OCO3)C[C@@H](OCCCCO)O1)N1CCOCC1"
}



(2)
{
  "formula": "C21H28ClN3NdO2S",
  "method": "the ωB97M-V functional and the def2-TZVPD basis",
  "species": ["Nd", "Cl", "N", "N", "C", "C", "C", "C", "C", "C", "H", "H", "H", "H", "H", "H", "C", "C", "C", "C", "H", "H", "H", "H", "H", "H", "O", "H", "H", "O", "H", "H", "C", "C", "C", "H", "H", "C", "C", "H", "C", "C", "C", "C", "H", "C", "H", "H", "H", "H", "H", "H", "H", "H", "S", "C", "N"],
  "xyz": [[-0.4393, 0.5503, 0.0169], [-2.0012, -1.2184, -1.0430], [-1.0050, 0.1211, 2.1687], [0.3666, 1.3526, -1.9454], [-0.5538, -0.9612, 2.7901], [1.2307, 0.6490, -2.6658], [-2.3430, 0.4974, 2.6716], [-2.7142, -0.8039, 3.3802], [-3.3350, 0.9175, 1.5616], [-2.0030, 1.6780, 3.5792], [-3.4694, 0.1128, 0.8205], [-3.0327, 1.8398, 1.0286], [-4.2774, 1.1071, 2.0833], [-1.2716, 1.3152, 4.3146], [-2.9382, 1.9688, 4.0463], [-1.5568, 2.5023, 3.0040], [-0.5034, 2.1698, -2.8191], [-0.2234, 1.4863, -4.1560], [0.1063, 3.5586, -2.6409], [-1.9955, 2.1572, -2.4126], [-2.3932, 1.1291, -2.3860], [-2.5035, 2.7342, -3.1907], [-2.1879, 2.6353, -1.4338], [1.1675, 3.4793, -2.9144], [0.0287, 3.8932, -1.5970], [-0.4403, 4.2100, -3.3153], [1.0614, 0.7419, -3.9778], [-0.0960, 2.2291, -4.9497], [-0.9814, 0.7089, -4.3370], [-1.4221, -1.5262, 3.6165], [-3.2805, -1.4490, 2.6908], [-3.1868, -0.5960, 4.3453], [0.8291, -1.5004, 2.6096], [2.3375, -0.1650, -2.0758], [2.0231, -1.3037, -1.0703], [3.0121, 0.5540, -1.5545], [2.8359, -0.6126, -2.9360], [1.5088, -1.0362, 0.1861], [1.2974, -1.9519, 1.2022], [1.6510, 1.0704, 0.8567], [1.8354, -3.2462, 0.9993], [2.4479, -3.5263, -0.2234], [1.8545, -4.2213, 2.1163], [2.5583, -2.6012, -1.2624], [2.8902, -4.5047, -0.3614], [3.3287, -2.9064, -2.4925], [3.5939, -3.9542, -2.4342], [4.2445, -2.3082, -2.5551], [2.7167, -2.7264, -3.3781], [2.4900, -3.8792, 2.9404], [2.2628, -5.1391, 1.7126], [0.8427, -4.3954, 2.4867], [0.8773, -2.3659, 3.2705], [1.5282, -0.6999, 2.9482], [-1.2459, 5.4898, 1.1995], [-0.8834, 3.9528, 0.8713], [-0.6432, 2.7875, 0.6109]],
  "forces_ev_per_angstrom": [[2.5, -0.4, 0.6], [-1.0, -1.0, -0.6], [0.6, -2.6, 2.3], [2.2, -1.3, -2.5], [-0.8, 2.8, -2.2], [-2.3, 1.5, 2.5], [1.5, 0.2, -0.6], [0.3, -0.2, 0.1], [0.2, -0.4, 0.3], [-0.4, -0.5, 0.2], [0.0, 0.2, 0.3], [0.0, -0.4, 0.5], [-0.1, 0.1, -0.3], [-0.3, 0.3, 0.0], [0.0, 0.5, 0.4], [-0.3, -0.4, 0.2], [0.9, -0.5, 1.3], [0.3, -0.2, 0.0], [-0.1, -0.2, -0.6], [0.4, -0.3, -0.3], [0.1, 0.3, -0.1], [-0.3, -0.1, 0.2], [0.3, -0.1, -0.5], [-0.2, 0.4, 0.0], [-0.1, -0.2, -0.4], [0.2, 0.6, -0.1], [-0.7, 0.6, -0.7], [0.0, -0.5, -0.2], [0.2, 0.4, -0.3], [-1.1, 0.3, 0.4], [-0.1, 0.1, 0.5], [0.0, -0.5, -0.2], [0.1, -0.4, 0.1], [0.2, -0.3, -0.2], [0.9, -1.2, 0.8], [-0.4, -0.4, -0.3], [0.3, 0.2, 0.1], [-3.4, 1.7, -0.6], [1.4, -0.8, -0.6], [-0.1, 0.6, 0.1], [-0.3, 1.5, 0.3], [-0.1, 0.0, 0.0], [0.0, -0.6, -0.1], [-0.3, 1.5, 0.3], [0.1, -0.2, 0.0], [0.0, -0.6, -0.1], [0.3, -0.3, -0.4], [-0.1, -0.1, -0.1], [0.2, -0.1, -0.1], [-0.1, -0.1, 0.0], [0.0, -0.5, 0.3], [0.1, -0.2, 0.1], [0.2, 0.2, 0.2], [-0.4, -0.4, -0.2], [0.0, 0.3, 0.1], [0.7, -4.2, -1.0], [-1.3, 5.3, 1.2]],
  "lowdin_spin": [3.023, -0.002, -0.006, -0.007, 0.003, 0.005, 0.000, 0.000, 0.001, 0.000, 0.000, 0.000, 0.000, 0.000, 0.000, 0.000, 0.000, 0.000, 0.000, 0.000, 0.000, 0.000, 0.000, 0.000, 0.000, 0.000, 0.002, 0.000, 0.000, 0.001, 0.000, 0.000, 0.001, 0.001, 0.000, 0.000, 0.000, -0.017, 0.000, -0.016, 0.000, 0.001, 0.000, 0.000, 0.000, 0.000, 0.000, 0.000, 0.000, 0.000, 0.000, 0.000, 0.000, 0.000, 0.006, 0.007, -0.005],
  "charge": -1,
  "multiplicity": 4,
  "homo_energy_ha": [-0.07314, -0.07800],
  "orbital_gap_ha": [0.171, 0.176],
  "max_force_ha_per_bohr": 0.1089
}



(3)
{
  "formula": "C21H28ClN3O3S",
  "method": "the ωB97M-V functional and the def2-TZVPD basis",
  "species": ["C", "C", "C", "N", "C", "C", "C", "C", "C", "C", "C", "H", "H", "Cl", "H", "H", "O", "C", "H", "H", "S", "O", "C", "C", "O", "N", "C", "H", "H", "C", "N", "C", "H", "C", "C", "H", "C", "C", "C", "H", "H", "H", "H", "H", "H", "H", "H", "H", "H", "H", "H", "H", "H", "H", "H", "H", "H"],
  "xyz": [[1.0601, -1.8026, 0.4350], [2.1416, -0.8973, -0.0164], [2.1339, 0.3028, -0.6798], [3.4242, 0.7311, -0.8229], [4.1637, -0.1894, -0.2716], [5.6045, -0.1839, -0.1704], [6.2824, -1.2367, 0.4440], [7.6597, -1.2179, 0.5359], [8.3636, -0.1433, 0.0124], [7.7030, 0.9117, -0.6027], [6.3269, 0.8900, -0.6932], [5.7875, 1.6949, -1.1658], [8.2674, 1.7384, -1.0044], [10.0861, -0.1178, 0.1274], [8.1889, -2.0295, 1.0100], [5.7235, -2.0668, 0.8477], [3.4356, -1.2086, 0.2356], [1.0023, 1.1127, -1.1671], [1.0376, 1.2425, -2.2492], [0.0427, 0.6968, -0.8697], [1.1706, 2.8351, -0.4858], [-0.0656, 3.5310, -0.8785], [0.9033, 2.3708, 1.2959], [-0.4271, 1.6799, 1.5109], [-0.5053, 0.5416, 1.9399], [-1.4805, 2.4531, 1.2026], [-2.8458, 1.9828, 1.2414], [-2.8718, 1.0845, 1.8601], [-3.4507, 2.7559, 1.7216], [-3.4137, 1.6603, -0.1601], [-3.7832, 0.2673, -0.2751], [-4.8812, -0.0242, -1.1800], [-5.3408, 0.9105, -1.5138], [-5.9455, -0.8515, -0.4527], [-5.5248, -2.2966, -0.2026], [-6.2893, -2.7764, 0.4135], [-4.1697, -2.4301, 0.4914], [-2.9981, -2.0877, -0.4308], [-2.6349, -0.5997, -0.4301], [-1.9699, -0.4067, 0.4146], [-2.0788, -0.3673, -1.3626], [-2.1123, -2.6420, -0.1135], [-3.2378, -2.4192, -1.4435], [-4.0599, -3.4643, 0.8261], [-4.1401, -1.7858, 1.3697], [-5.4890, -2.8338, -1.1543], [-6.1467, -0.3633, 0.5023], [-6.8675, -0.8461, -1.0387], [-4.5373, -0.5535, -2.0778], [-4.3077, 2.2638, -0.3223], [-2.6679, 1.9587, -0.9204], [-1.3000, 3.2701, 0.6265], [0.9443, 3.3083, 1.8491], [1.7276, 1.7261, 1.5901], [0.4173, -1.2826, 1.1463], [0.4507, -2.1211, -0.4093], [1.4941, -2.6748, 0.9151]],
  "forces_ev_per_angstrom": [[0.1, 0.0, 0.1], [-0.7, 0.9, -0.5], [-0.1, -1.2, 0.6], [0.9, -0.1, 0.0], [-0.9, 0.7, -0.4], [0.6, -0.3, 0.2], [-0.2, 0.2, -0.1], [0.2, 0.1, 0.0], [-0.3, 0.0, 0.0], [0.1, -0.1, 0.0], [-0.2, -0.2, 0.1], [0.0, 0.1, -0.1], [0.1, 0.1, 0.0], [0.2, 0.0, 0.0], [0.1, -0.1, 0.0], [0.0, -0.1, 0.0], [0.4, -0.1, 0.1], [0.3, 0.5, 0.2], [-0.1, 0.1, 0.0], [-0.1, 0.1, 0.0], [0.3, -1.2, 0.7], [-0.7, 0.9, -0.6], [0.3, 0.0, -0.5], [0.1, 0.4, -0.1], [0.0, -0.3, 0.2], [-0.2, 0.3, 0.0], [-0.1, -0.1, -0.1], [-0.1, 0.1, 0.0], [0.0, -0.1, 0.0], [0.0, 0.0, 0.1], [0.0, 0.0, -0.1], [-0.4, 0.0, 0.2], [0.1, 0.0, 0.0], [0.1, -0.2, -0.3], [0.0, 0.2, 0.2], [0.0, -0.1, -0.1], [0.0, -0.3, -0.2], [0.0, 0.1, 0.1], [0.1, -0.1, 0.0], [0.1, 0.0, -0.1], [0.0, 0.0, 0.1], [0.0, 0.0, -0.1], [0.0, -0.1, 0.0], [0.0, 0.0, 0.1], [0.0, 0.0, 0.1], [0.0, -0.1, 0.0], [-0.1, 0.1, 0.0], [-0.1, 0.0, 0.0], [0.0, 0.1, -0.1], [0.0, 0.0, 0.0], [-0.1, 0.0, 0.0], [0.2, -0.1, 0.1], [0.1, 0.1, -0.1], [0.0, 0.0, 0.1], [0.0, -0.1, 0.0], [0.0, -0.1, 0.0], [0.0, -0.1, 0.0]],
  "nbo_charge": [-0.703, 0.348, -0.003, -0.465, 0.450, -0.047, -0.191, -0.229, -0.032, -0.229, -0.179, 0.241, 0.231, 0.013, 0.230, 0.229, -0.414, -0.610, 0.247, 0.245, 1.294, -1.003, -0.701, 0.666, -0.657, -0.611, -0.242, 0.238, 0.201, -0.216, -0.466, -0.219, 0.197, -0.394, -0.389, 0.206, -0.404, -0.410, -0.229, 0.223, 0.154, 0.211, 0.193, 0.205, 0.210, 0.189, 0.201, 0.200, 0.176, 0.200, 0.176, 0.431, 0.249, 0.256, 0.276, 0.227, 0.234],
  "homo_energy_ha": -0.30257,
  "orbital_gap_ha": 0.313,
  "max_force_ha_per_bohr": 0.0271
}



(4)
{
  "formula": "C21H28F3MnO4",
  "method": "the ωB97M-V functional and the def2-TZVPD basis",
  "species": ["O", "C", "C", "H", "H", "C", "H", "H", "C", "H", "H", "H", "C", "H", "H", "H", "Mn", "C", "C", "C", "H", "C", "C", "H", "H", "H", "H", "C", "C", "C", "H", "C", "C", "H", "H", "H", "H", "O", "C", "C", "H", "H", "C", "H", "H", "C", "H", "H", "H", "H", "F", "C", "F", "F", "C", "O", "O"],
  "xyz": [[4.1061, -4.5487, 0.3115], [3.7471, -5.6443, 1.2238], [4.9562, -6.4993, 0.9325], [2.8341, -6.1717, 0.9350], [3.6573, -5.2409, 2.2388], [5.2658, -5.3574, -0.0604], [4.7056, -7.4701, 0.5002], [5.6322, -6.6070, 1.7902], [5.1278, -5.8318, -1.4893], [4.1575, -6.3286, -1.6257], [5.9074, -6.5568, -1.7736], [5.2126, -4.9578, -2.1444], [6.6039, -4.6941, 0.2313], [6.6816, -4.3528, 1.2712], [6.7574, -3.8550, -0.4568], [7.4247, -5.4120, 0.0724], [1.0289, 0.0443, -0.1142], [0.8900, 1.9539, 0.7014], [0.0429, 1.1024, 1.4992], [0.8557, 0.0725, 2.0751], [-0.9989, 1.2952, 1.7289], [2.2191, 0.2708, 1.6608], [2.2483, 1.4284, 0.7986], [3.1473, 1.9075, 0.4120], [0.5590, 2.8570, 0.1864], [0.5146, -0.6700, 2.8048], [3.0835, -0.2990, 2.0185], [0.1587, 0.9853, -1.7617], [1.6135, 0.9433, -1.8524], [2.0174, -0.4460, -1.9231], [2.2780, 1.8043, -1.9575], [0.8161, -1.2395, -1.9347], [-0.3167, -0.3703, -1.8211], [-1.3485, -0.6891, -1.8888], [-0.4828, 1.8730, -1.7465], [3.0351, -0.8203, -2.0701], [0.7477, -2.3072, -2.1603], [1.4096, -4.9870, -0.1081], [1.7397, -3.5668, 0.1509], [1.9119, -3.4136, 1.6696], [0.8527, -2.9846, -0.1472], [2.6007, -3.2364, -0.4411], [1.0015, -4.5149, 2.2455], [1.5731, -2.4358, 2.0308], [2.9572, -3.5816, 1.9481], [0.4400, -5.2173, 0.9885], [0.2120, -3.9872, 2.7967], [1.5106, -5.1792, 2.9647], [-0.4934, -4.6707, 0.7069], [0.2465, -6.3013, 1.1013], [-4.0783, -2.0230, -0.2333], [-3.3032, -2.0223, 0.8934], [-3.9875, -1.3671, 1.8810], [-3.1500, -3.3153, 1.2912], [-1.9070, -1.3046, 0.5983], [-2.0822, -0.1110, 0.2736], [-0.8288, -1.9627, 0.6967]],
  "forces_ev_per_angstrom": [[1.2, -1.7, 0.5], [-0.8, -0.1, 0.7], [0.0, 0.6, 0.4], [0.1, 0.6, 0.1], [0.1, -0.4, -0.1], [1.3, -1.0, -0.2], [0.2, 0.2, 0.0], [0.0, 0.0, -0.4], [0.1, 0.1, -0.3], [0.2, 0.3, 0.0], [-0.1, 0.3, 0.2], [-0.2, -0.2, -0.2], [0.0, 0.1, -0.3], [-0.2, 0.0, -0.2], [0.1, 0.0, 0.2], [-0.3, 0.2, 0.0], [-1.7, -2.2, 0.7], [0.2, -0.2, 1.3], [1.0, 0.8, 0.7], [0.5, 0.6, 0.4], [0.2, -0.3, -0.4], [-0.6, 0.7, 0.3], [-0.1, 0.4, 0.9], [-0.4, -0.3, 0.0], [0.3, -0.4, 0.2], [0.1, 0.2, -0.7], [-0.4, 0.1, -0.5], [0.3, -0.4, -0.9], [-0.1, -0.3, -1.1], [-0.8, 0.4, -0.8], [-0.3, -0.4, 0.2], [-0.1, 0.6, -0.7], [1.1, 0.1, -0.9], [0.2, 0.2, 0.4], [0.4, -0.5, 0.1], [-0.4, 0.2, 0.3], [0.1, 0.4, 0.6], [-0.7, 1.8, 1.5], [-0.9, -0.4, -0.5], [0.3, -0.3, -0.2], [0.2, -0.3, 0.2], [-0.2, -0.5, 0.2], [-0.3, 0.2, 0.2], [0.2, -0.2, -0.2], [-0.4, 0.5, 0.0], [-0.2, 0.3, -0.7], [-0.1, -0.6, -0.1], [-0.1, 0.2, -0.5], [0.5, -0.7, 0.2], [0.2, 0.6, -0.2], [0.8, 0.1, 1.1], [-0.1, -0.6, 0.3], [0.7, -0.6, -1.1], [-0.1, 1.1, -0.4], [-0.6, -0.1, 0.2], [0.7, -0.6, 0.1], [-0.9, 1.2, -0.2]],
  "lowdin_spin": [0.000, 0.000, 0.000, 0.000, 0.000, 0.000, 0.000, 0.000, 0.000, 0.000, 0.000, 0.000, 0.000, 0.000, 0.000, 0.000, 3.162, -0.065, -0.021, 0.001, 0.000, -0.012, -0.060, 0.000, 0.000, 0.002, 0.004, -0.065, -0.063, -0.023, 0.000, -0.008, -0.007, 0.000, 0.000, 0.004, 0.002, 0.003, 0.004, 0.001, 0.002, 0.000, 0.000, 0.001, 0.000, 0.000, 0.000, 0.000, 0.000, 0.000, 0.001, 0.008, 0.001, 0.001, 0.001, 0.043, 0.082],
  "charge": 1,
  "multiplicity": 4,
  "homo_energy_ha": [-0.42645, -0.42637],
  "orbital_gap_ha": [0.205, 0.205],
  "max_force_ha_per_bohr": 0.0557
}



Which E_tot belongs to each record? In order, -1397.8113, -2551.5610, -2065.3900, -2568.1294 Eh.